No. 1
{"formula": "C2H3BN2O2S", "method": "wB97M-V/def2-TZVPD", "smiles": "OB(O)/N=N\\C=C=S", "orbital_gap_ev": [7.41, 7.41], "homo_ev": [-8.103, -8.103], "species": ["O", "B", "O", "N", "N", "C", "C", "S", "H", "H", "H"], "xyz": [[1.421, -1.875, 0.412], [0.800, -0.880, -0.356], [1.533, -0.283, -1.341], [-0.459, -0.495, 0.026], [-1.523, -0.103, 0.351], [-2.007, 1.187, 0.351], [-1.022, 2.066, 0.066], [0.523, 2.011, -0.272], [1.060, -2.504, 0.975], [2.376, -0.713, -1.254], [-2.702, 1.589, 1.043]]}

---

No. 2
{"formula": "C2H3BO3", "method": "wB97M-V/def2-TZVPD", "smiles": "C#CO.O=BO", "orbital_gap_ev": 9.00, "homo_ev": -9.309, "species": ["C", "C", "O", "H", "H", "O", "B", "O", "H"], "xyz": [[0.272, -2.009, -1.262], [-0.514, -1.685, -0.403], [-1.669, -1.367, 0.211], [1.198, -2.466, -1.574], [-1.583, -0.426, 0.694], [-0.824, 1.242, 1.173], [0.185, 1.826, 0.894], [1.315, 2.385, 0.616], [1.621, 2.501, -0.349]]}

---

No. 3
{"formula": "C2H3BiF4NO5S2", "method": "wB97M-V/def2-TZVPD", "charge": 1, "orbital_gap_ev": [7.32, 5.14], "homo_ev": [-14.749, -14.101], "species": ["N", "S", "O", "O", "S", "O", "O", "C", "F", "F", "F", "Bi", "F", "C", "O", "H", "H", "H"], "xyz": [[1.371, 2.116, 0.376], [-0.040, 2.035, -0.564], [-0.917, 3.278, -0.356], [0.328, 1.805, -1.984], [1.801, 0.858, 1.197], [0.537, 0.126, 1.615], [2.960, 1.307, 1.967], [2.580, -0.697, 0.471], [1.819, -1.179, -0.499], [3.770, -0.444, -0.045], [2.717, -1.625, 1.403], [-1.353, 0.389, 1.174], [-3.184, -0.515, 0.930], [-2.490, -1.578, -1.145], [-2.553, -0.299, -0.535], [-3.495, -1.868, -1.465], [-1.875, -1.410, -2.041], [-1.977, -2.298, -0.499]]}

---

No. 4
{"formula": "C2H3BiO2", "method": "wB97M-V/def2-TZVPD", "charge": 2, "orbital_gap_ev": [7.44, 5.09], "homo_ev": [-19.841, -17.837], "species": ["C", "O", "H", "H", "C", "O", "Bi", "H"], "xyz": [[-1.009, 0.796, 4.522], [-1.693, 0.636, 5.485], [-1.342, 1.243, 3.422], [-0.588, -0.073, 3.758], [-0.846, 0.325, 1.428], [-1.347, -0.834, 1.242], [-1.716, 0.011, -0.583], [0.165, 0.366, 1.897]]}

---

No. 5
{"formula": "C2H3Br", "method": "wB97M-V/def2-TZVPD", "orbital_gap_ev": [7.67, 7.37], "homo_ev": [-9.516, -9.463], "species": ["C", "C", "Br", "H", "H", "H"], "xyz": [[0.734, -0.444, 0.025], [-0.012, 0.593, 0.005], [-2.795, 0.019, -0.079], [1.819, -0.357, 0.037], [0.370, -1.459, 0.037], [-0.115, 1.648, -0.025]]}

---

No. 6
{"formula": "C2H3Br", "method": "wB97M-V/def2-TZVPD", "orbital_gap_ev": 10.17, "homo_ev": -9.570, "species": ["C", "C", "Br", "H", "H", "H"], "xyz": [[0.001, 0.089, 0.691], [0.035, -0.067, -0.629], [0.258, -1.678, -1.437], [-0.226, 1.040, 1.226], [0.091, -0.661, 1.526], [-0.159, 1.278, -1.377]]}

---

No. 7
{"formula": "C2H3Br2FSi", "method": "wB97M-V/def2-TZVPD", "orbital_gap_ev": 10.08, "homo_ev": -9.982, "species": ["C", "C", "F", "Si", "Br", "Br", "H", "H", "H"], "xyz": [[-1.650, -0.282, 0.584], [-0.952, 0.446, -0.246], [1.846, 0.039, -1.916], [1.435, 0.043, -0.365], [2.577, 1.688, 0.548], [1.977, -1.923, 0.438], [-2.723, -0.185, 0.651], [-1.203, -1.014, 1.244], [-1.305, 1.188, -0.939]]}

---

No. 8
{"formula": "C2H3Br2O2S", "method": "wB97M-V/def2-TZVPD", "charge": -1, "orbital_gap_ev": 6.53, "homo_ev": -3.587, "species": ["C", "C", "O", "O", "S", "Br", "Br", "H", "H", "H"], "xyz": [[0.429, -0.561, -0.246], [-1.188, -0.229, 0.189], [1.236, 1.566, 1.010], [2.628, 0.553, -0.771], [1.298, 1.129, -0.398], [-2.766, -1.335, -0.309], [-1.643, 1.550, -0.425], [0.731, -1.008, 0.715], [0.433, -1.288, -1.050], [-1.159, -0.377, 1.286]]}

---

No. 9
{"formula": "C2H3BrCl2", "method": "wB97M-V/def2-TZVPD", "orbital_gap_ev": [7.64, 5.72], "homo_ev": [-9.356, -8.465], "species": ["C", "C", "Cl", "Cl", "Br", "H", "H", "H"], "xyz": [[-0.199, 0.223, -0.059], [-1.275, 0.904, -0.808], [-2.303, 1.870, -0.074], [-0.934, 1.284, -2.417], [-2.931, -1.622, -1.480], [0.721, 0.690, -0.473], [-0.345, 0.678, 0.942], [-0.148, -0.845, -0.036]]}

---

No. 10
{"formula": "C2H3BrCl2", "method": "wB97M-V/def2-TZVPD", "orbital_gap_ev": 10.94, "homo_ev": -10.460, "species": ["C", "C", "Cl", "Cl", "Br", "H", "H", "H"], "xyz": [[0.501, -0.341, 0.584], [-0.361, 0.265, -0.402], [-1.809, 1.009, 0.349], [0.494, 1.624, -1.413], [-1.060, -0.959, -1.591], [1.373, -0.800, 0.085], [0.821, 0.380, 1.278], [0.042, -1.179, 1.110]]}

---

No. 11
{"formula": "C2H3BrClF", "method": "wB97M-V/def2-TZVPD", "orbital_gap_ev": [8.47, 8.76], "homo_ev": [-9.170, -9.059], "species": ["C", "C", "F", "Cl", "Br", "H", "H", "H"], "xyz": [[-1.364, -0.150, -0.162], [1.104, 0.079, 0.247], [1.157, 0.347, 1.577], [1.427, 1.540, -0.700], [2.213, -1.344, -0.277], [-1.137, 0.355, -1.061], [-1.545, -1.231, -0.203], [-1.855, 0.404, 0.577]]}

---

No. 12
{"formula": "C2H3BrF2", "method": "wB97M-V/def2-TZVPD", "orbital_gap_ev": 11.81, "homo_ev": -11.217, "species": ["C", "C", "F", "F", "Br", "H", "H", "H"], "xyz": [[-0.823, 0.306, 0.075], [0.521, -0.293, -0.111], [0.647, -1.118, -1.095], [0.780, -1.236, 1.284], [1.983, 0.953, -0.090], [-0.883, 0.732, -0.931], [-1.512, -0.533, 0.274], [-0.713, 1.189, 0.594]]}

---

Computed ΔE to the lowest compared entry with this formula, charge and spin, in the same sequence as the records: 302.3 350.0 0.0 296.4 214.6 176.2 121.1 54.0 198.7 0.0 327.2 123.9 kJ/mol.